[1]
Below is C44H84CdF12O23 as an isolated structure at a distorted geometry, with properties calculated with ωB97M-V/def2-TZVPD.

As for the highest occupied orbital energy: -8.75 eV. The spin multiplicity is 1. The calculation puts the frontier orbital gap at 0.3303 Ha. The electronic energy comes out at -4823.10964 a.u. Its lowest unoccupied orbital energy is 0.009 Ha.

Structure (XYZ):
```
164
Properties=species:S:1:pos:R:3:lowdin_charge:R:1
Cd -18.9958 0.8924 1.4627 1.456
C -18.8569 -1.6888 2.5298 -0.420
O -19.5705 -1.2764 1.4024 -0.171
O -18.3805 -0.4441 3.0148 -0.276
C -19.4600 -2.6897 3.5022 -0.539
F -18.8104 -3.1102 4.6820 0.095
F -20.4938 -1.9974 4.0340 0.115
F -19.8375 -3.7248 2.8476 0.202
C -20.0940 -2.2247 0.4963 -0.250
C -20.4000 -1.5808 -0.8229 -0.048
H -19.5177 -1.1092 -1.2556 0.062
H -20.5916 -2.4249 -1.4854 0.071
H -21.1809 -0.8272 -0.9249 0.065
H -20.9773 -2.5884 1.0212 0.098
H -19.5140 -3.1420 0.3947 0.118
H -18.0173 -2.2518 2.1221 0.137
C -20.5541 2.5290 -1.0298 -0.365
O -19.5511 2.0961 -2.0423 -0.120
O -20.4238 1.6485 0.0543 -0.295
C -20.5297 4.0437 -0.6559 -0.426
F -20.8238 4.8996 -1.6751 0.120
F -21.5570 4.1397 0.2631 0.081
F -19.4083 4.5555 0.0553 0.065
C -19.7518 2.5859 -3.3809 -0.255
C -18.5509 2.0114 -4.2098 -0.071
H -18.2108 1.0088 -3.9500 0.059
H -18.7085 1.9506 -5.2866 0.067
H -17.6872 2.6220 -3.9465 0.065
H -19.7578 3.6664 -3.5240 0.102
H -20.6858 2.3058 -3.8681 0.108
H -21.4969 2.2922 -1.5229 0.143
C -18.8607 -7.1201 3.5414 -0.037
O -18.8666 -7.4516 5.0102 -0.177
C -17.7966 -6.8433 5.6808 -0.206
C -16.4521 -7.5459 5.3222 -0.186
O -16.6359 -8.9727 5.4239 -0.139
C -15.7340 -9.7939 4.6495 -0.127
C -14.2498 -9.5309 5.1434 -0.184
O -13.5248 -10.7357 5.1751 -0.195
C -12.2754 -10.7046 5.8041 -0.108
H -18.2821 -7.9563 3.1489 0.074
H -18.3630 -6.2552 3.1027 0.075
H -19.8795 -7.2407 3.1731 0.077
H -17.7997 -6.8714 6.7705 0.124
H -17.8125 -5.8041 5.3522 0.110
H -15.7489 -7.0940 6.0218 0.096
H -16.0811 -7.2587 4.3383 0.106
H -15.7998 -9.5705 3.5847 0.110
H -16.0153 -10.8407 4.7643 0.124
H -14.2790 -8.9407 6.0593 0.115
H -13.8098 -9.0129 4.2912 0.103
H -11.7693 -11.6361 5.5506 0.088
H -12.3932 -10.7540 6.8866 0.084
H -11.7220 -9.8468 5.4222 0.082
C -12.2687 -5.9791 5.4192 -0.143
O -11.8493 -5.2536 4.3206 -0.184
C -11.6105 -5.9119 3.0671 -0.129
C -12.9499 -6.4257 2.4226 -0.160
O -13.7352 -5.3256 1.9721 -0.150
C -14.8960 -5.7284 1.1792 -0.139
C -15.7992 -4.4668 1.2750 -0.214
O -16.9655 -4.3887 0.4934 -0.209
C -16.6826 -4.3153 -0.9093 -0.087
H -11.7771 -6.9518 5.4052 0.078
H -13.2887 -6.3636 5.4150 0.069
H -12.0650 -5.6011 6.4210 0.091
H -10.9082 -6.6975 3.3461 0.116
H -11.0756 -5.1401 2.5137 0.127
H -13.5530 -6.9339 3.1750 0.096
H -12.7603 -6.9985 1.5148 0.123
H -15.5195 -6.4927 1.6431 0.117
H -14.6383 -6.0026 0.1562 0.115
H -15.2651 -3.5645 0.9772 0.120
H -16.1453 -4.2047 2.2748 0.124
H -15.6974 -4.7290 -1.1245 0.077
H -16.8942 -3.3732 -1.4150 0.082
H -17.3635 -5.0362 -1.3619 0.086
C -14.0013 -7.7000 9.0509 -0.090
O -14.1879 -6.6258 8.1896 -0.202
C -13.9257 -5.4174 8.6992 -0.257
C -14.2993 -4.2829 7.6897 -0.141
O -13.8999 -2.9704 8.1293 -0.150
C -14.4553 -1.8836 7.3552 -0.153
C -13.7763 -1.7054 5.9911 -0.215
O -14.5998 -1.8892 4.8723 -0.194
C -15.6333 -0.8800 4.6743 -0.070
H -13.9560 -7.4942 10.1204 0.097
H -13.1904 -8.3447 8.7119 0.084
H -14.9018 -8.2451 8.7680 0.095
H -12.9241 -5.4073 9.1291 0.124
H -14.4026 -5.3046 9.6728 0.119
H -15.3754 -4.3352 7.5238 0.126
H -13.8455 -4.4778 6.7180 0.091
H -14.2749 -1.0849 8.0748 0.124
H -15.5314 -1.9960 7.2236 0.114
H -12.8998 -2.3495 5.9210 0.125
H -13.2236 -0.7836 5.8095 0.116
H -15.3266 0.1660 4.6688 0.075
H -16.3345 -0.9242 5.5076 0.077
H -16.1472 -1.3241 3.8218 0.075
C -16.7031 0.2661 -0.3714 -0.069
O -17.1833 1.1713 0.6101 -0.335
C -16.0888 1.7562 1.3913 -0.077
C -16.7300 2.4074 2.7512 -0.096
O -18.1669 2.4660 2.6752 -0.254
C -18.7591 3.1035 3.7651 -0.185
C -20.2476 2.8809 3.6310 -0.107
O -20.5235 1.4745 3.1284 -0.324
C -21.8926 1.0116 3.3666 -0.048
H -15.9365 0.6620 -1.0375 0.100
H -17.5392 -0.1855 -0.9054 0.080
H -16.1556 -0.5025 0.1741 0.089
H -15.5646 2.4940 0.7838 0.123
H -15.3614 0.9872 1.6514 0.117
H -16.3119 3.3899 2.9705 0.125
H -16.4415 1.7551 3.5754 0.096
H -18.5922 4.1793 3.7121 0.141
H -18.4865 2.6721 4.7283 0.141
H -20.6159 3.2968 2.6932 0.111
H -20.9174 3.2346 4.4149 0.131
H -21.9616 0.0785 2.8072 0.068
H -22.6299 1.7049 2.9618 0.089
H -21.9173 0.8964 4.4502 0.094
C -24.4454 -0.8786 0.5417 -0.042
C -24.3992 0.0028 -0.7472 -0.168
O -25.6680 -0.1688 -1.4164 0.012
C -26.1416 0.8874 -2.1077 -0.377
O -25.6822 1.9950 -2.1041 0.171
C -27.2940 0.5762 -3.0562 -0.467
F -26.9335 0.7285 -4.3152 0.181
F -27.6883 -0.7530 -2.9491 0.112
F -28.3627 1.4467 -2.8738 0.123
H -24.7916 -1.8734 0.2612 0.071
H -25.1675 -0.4746 1.2513 0.086
H -23.4049 -0.9894 0.8469 0.063
H -23.6428 -0.3210 -1.4622 0.123
H -24.3252 1.0026 -0.3194 0.122
C -22.9225 -4.3196 4.4008 -0.033
C -23.3741 -3.4825 3.1537 -0.191
O -23.0163 -3.9795 1.8595 -0.004
C -23.5883 -5.0555 1.2961 -0.344
O -24.7032 -5.5159 1.5262 0.150
C -22.5754 -5.7764 0.3446 -0.455
F -21.8528 -6.6812 1.0261 0.172
F -23.2355 -6.3546 -0.6404 0.185
F -21.7542 -4.7254 -0.1800 0.076
H -23.0646 -5.3618 4.1148 0.076
H -23.6688 -4.2176 5.1886 0.079
H -21.9223 -4.1129 4.7815 0.064
H -22.9905 -2.4803 3.3452 0.103
H -24.4437 -3.3361 3.3042 0.117
C -22.9944 -2.7392 -4.1990 -0.021
C -22.8908 -3.8912 -5.1885 -0.317
C -24.2216 -4.4902 -5.6783 -0.121
O -24.0953 -4.2569 -7.0115 0.070
C -23.0198 -3.5374 -7.3736 -0.543
O -22.9865 -2.9490 -8.4152 0.164
O -22.2068 -3.3912 -6.3148 0.098
H -22.0173 -2.3359 -3.9331 0.079
H -23.5254 -3.1613 -3.3458 0.084
H -23.5545 -1.8622 -4.5233 0.091
H -22.3059 -4.7021 -4.7542 0.149
H -25.1134 -4.0826 -5.2023 0.140
H -24.1702 -5.5703 -5.5408 0.133
```

[2]
Below is C44H85F7O21S9Si2 as an isolated structure at a distorted geometry, with properties calculated with ωB97M-V/def2-TZVPD.

As for the highest occupied orbital energy: -9.61 eV. The spin multiplicity is 1. The calculation puts the frontier orbital gap at 0.3495 Ha. The electronic energy comes out at -8169.09664 a.u. Its lowest unoccupied orbital energy is -0.004 Ha.

Structure (XYZ):
```
168
Properties=species:S:1:pos:R:3:lowdin_charge:R:1
C 6.5995 3.9145 -0.7302 -0.046
C 7.0867 4.5424 -2.1744 -0.268
O 8.1832 4.0077 -2.7681 -0.026
O 6.4361 5.6707 -2.8609 -0.169
C 5.5524 5.1726 -3.9568 -0.216
Si 3.7373 4.7882 -3.3253 0.726
O 3.2101 3.1897 -3.9424 -0.348
Si 3.2867 2.1632 -2.5129 0.573
F 2.1595 2.8270 -1.3053 -0.250
C 3.0791 0.2798 -2.8518 -0.221
C 1.5346 -0.2685 -2.8315 -0.313
C 0.7322 -0.0007 -1.4118 -0.091
F 0.7152 0.1724 -4.0115 -0.131
C 2.4656 6.1547 -3.8437 -0.209
F 1.2917 5.5643 -4.5714 -0.025
F 3.1046 7.1039 -4.8264 -0.042
C 1.8579 7.0075 -2.5607 -0.161
F 2.6844 6.8967 -1.3329 0.011
F 1.8678 8.4557 -2.9775 0.012
F 0.4527 6.6384 -2.2199 0.027
H 7.3769 4.0819 0.1449 0.082
H 5.5838 4.4013 -0.3426 0.093
H 6.4693 2.7331 -0.8229 0.092
H 5.9859 4.2159 -4.4917 0.126
H 5.4508 6.0858 -4.7096 0.116
H 3.8669 4.6861 -1.8501 0.012
H 4.6581 2.3336 -1.9682 -0.002
H 3.6161 -0.0787 -3.8472 0.111
H 3.6433 -0.2861 -1.9659 0.115
H 1.6031 -1.4560 -2.9345 0.143
H -0.2215 0.6711 -1.5664 0.104
H 1.3890 0.4871 -0.5728 0.056
H 0.3757 -1.0506 -0.9740 0.095
C -0.5040 -1.6124 3.7928 -0.236
C 0.5291 -0.8943 4.6598 -0.236
C 1.4312 -0.0890 3.7261 -0.214
S 0.4400 0.3090 2.2941 0.694
O 0.9967 -0.3727 1.1446 -0.372
O 0.1562 1.7303 2.2905 -0.333
C -1.0216 -0.5665 2.8165 -0.227
H -1.3137 -2.0370 4.3934 0.088
H -0.0222 -2.4314 3.2454 0.118
H 0.0159 -0.2163 5.3525 0.100
H 1.1120 -1.5986 5.2616 0.102
H 1.7756 0.8349 4.1977 0.106
H 2.2890 -0.6787 3.3913 0.105
H -1.5273 -0.9991 1.9516 0.094
H -1.6791 0.1496 3.3185 0.118
C 10.6389 5.4449 -5.0944 -0.226
C 11.1216 5.8230 -6.4938 -0.225
C 12.2831 4.8947 -6.8448 -0.233
S 12.0073 3.3829 -5.9337 0.670
O 13.0664 3.2334 -4.9578 -0.324
O 11.6511 2.3263 -6.8596 -0.335
C 10.5350 3.9270 -5.0901 -0.246
H 9.6802 5.9140 -4.8549 0.113
H 11.3729 5.7733 -4.3488 0.124
H 10.3053 5.6802 -7.2122 0.118
H 11.4256 6.8731 -6.5471 0.114
H 12.3124 4.6737 -7.9148 0.104
H 13.2411 5.3135 -6.5244 0.106
H 10.5009 3.5015 -4.0857 0.100
H 9.6720 3.5897 -5.6719 0.110
C -1.8165 6.2400 -0.1368 -0.227
C -2.0330 7.6175 0.4878 -0.222
C -3.2549 7.5206 1.3998 -0.232
S -3.3360 5.8221 1.9477 0.669
O -4.5345 5.2193 1.4033 -0.328
O -3.0085 5.7599 3.3581 -0.331
C -1.9366 5.2447 1.0076 -0.228
H -0.8440 6.1671 -0.6324 0.089
H -2.5941 6.0472 -0.8855 0.126
H -1.1516 7.8921 1.0799 0.119
H -2.1698 8.3906 -0.2747 0.116
H -3.1621 8.1783 2.2678 0.104
H -4.1775 7.7465 0.8581 0.106
H -2.1095 4.2212 0.6705 0.113
H -1.0575 5.2842 1.6577 0.114
C -0.9171 -2.2360 9.9326 -0.227
C 0.1160 -1.5180 10.7997 -0.222
C 1.0181 -0.7126 9.8660 -0.226
S 0.0269 -0.3146 8.4340 0.691
O 0.5837 -0.9964 7.2845 -0.337
O -0.2568 1.1066 8.4304 -0.318
C -1.4347 -1.1902 8.9564 -0.230
H -1.7267 -2.6606 10.5333 0.118
H -0.4353 -3.0550 9.3853 0.121
H -0.3972 -0.8400 11.4924 0.120
H 0.6990 -2.2222 11.4014 0.117
H 1.3625 0.2113 10.3375 0.107
H 1.8759 -1.3023 9.5312 0.107
H -1.9404 -1.6228 8.0915 0.112
H -2.0922 -0.4741 9.4584 0.112
C -4.9268 -4.5119 1.0022 -0.223
C -4.9131 -5.3924 2.2508 -0.207
C -3.5433 -5.2343 2.9086 -0.220
S -2.9618 -3.6040 2.4662 0.687
O -1.7922 -3.7447 1.6246 -0.317
O -2.9733 -2.7580 3.6430 -0.344
C -4.3502 -3.1724 1.4358 -0.224
H -5.9356 -4.4019 0.5938 0.070
H -4.2939 -4.9600 0.2268 0.127
H -5.6953 -5.0567 2.9424 0.124
H -5.1164 -6.4404 2.0093 0.096
H -3.6079 -5.3140 3.9967 0.109
H -2.8274 -5.9655 2.5232 0.088
H -4.0171 -2.5568 0.5985 0.113
H -5.0640 -2.6171 2.0515 0.115
C 6.1167 8.8711 0.8329 -0.224
C 6.4031 9.0044 2.3278 -0.219
C 7.2169 7.7822 2.7497 -0.224
S 8.1185 7.2573 1.2994 0.692
O 7.6299 5.9543 0.8999 -0.344
O 9.5288 7.5320 1.4892 -0.319
C 7.4399 8.4783 0.1929 -0.228
H 5.7260 9.8010 0.4097 0.119
H 5.3714 8.0838 0.6680 0.118
H 6.9862 9.9158 2.5075 0.120
H 5.4805 9.0849 2.9110 0.118
H 7.9228 8.0250 3.5480 0.107
H 6.5693 6.9587 3.0626 0.108
H 7.3249 8.0545 -0.8062 0.106
H 8.1311 9.3260 0.1655 0.113
C -8.5077 -1.4234 -2.6828 -0.225
C -8.5036 -2.5991 -3.6587 -0.215
C -8.0203 -3.8294 -2.8926 -0.239
S -8.4733 -3.5644 -1.1849 0.698
O -7.2624 -3.4353 -0.4018 -0.333
O -9.5353 -4.4826 -0.8252 -0.323
C -9.1719 -1.9413 -1.4159 -0.235
H -9.0394 -0.5589 -3.0908 0.117
H -7.4768 -1.1174 -2.4684 0.123
H -9.5223 -2.7707 -4.0273 0.118
H -7.8691 -2.4011 -4.5283 0.119
H -8.4966 -4.7430 -3.2571 0.070
H -6.9327 -3.9305 -2.9429 0.112
H -8.9717 -1.3203 -0.5411 0.110
H -10.2507 -2.0583 -1.5563 0.110
C -9.4429 -8.0038 -6.8482 -0.225
C -9.4292 -8.8843 -5.5996 -0.220
C -8.0594 -8.7261 -4.9418 -0.224
S -7.4779 -7.0958 -5.3842 0.689
O -6.3083 -7.2366 -6.2258 -0.312
O -7.4894 -6.2499 -4.2074 -0.339
C -8.8663 -6.6643 -6.4146 -0.234
H -10.4517 -7.8938 -7.2566 0.119
H -8.8100 -8.4519 -7.6236 0.123
H -10.2115 -8.5486 -4.9080 0.121
H -9.6325 -9.9322 -5.8411 0.118
H -8.1240 -8.8059 -3.8537 0.108
H -7.3435 -9.4574 -5.3272 0.109
H -8.5332 -6.0486 -7.2519 0.112
H -9.5801 -6.1090 -5.7989 0.110
C -2.0140 -10.8743 1.0562 -0.226
C -0.9705 -10.1681 1.9205 -0.219
C -1.6914 -9.0763 2.7094 -0.228
S -3.3767 -9.6342 2.9092 0.673
O -4.2480 -8.7399 2.1763 -0.323
O -3.6053 -9.9728 4.2998 -0.325
C -3.1980 -11.1405 1.9739 -0.236
H -1.6240 -11.8007 0.6244 0.118
H -2.3175 -10.2174 0.2323 0.123
H -0.5227 -10.8899 2.6143 0.120
H -0.1606 -9.7487 1.3155 0.119
H -1.2395 -8.9259 3.6931 0.109
H -1.7102 -8.1313 2.1595 0.098
H -4.1209 -11.3562 1.4329 0.110
H -2.9764 -11.9476 2.6785 0.111
```